Below is C2H16MnO7 as an isolated structure, with properties calculated with the ωB97M-V functional and the def2-TZVPD basis.

Structure (XYZ):
```
26
Properties=species:S:1:pos:R:3:forces:R:3
Mn -25.47967 -9.82673 24.06274 -1.675 -3.276 1.121
C -27.80496 -10.82005 26.25485 2.287 -0.240 -0.198
O -27.68523 -9.91645 25.21293 0.744 0.730 -1.237
H -28.55012 -10.61070 27.02232 -0.321 0.045 -0.400
H -27.70291 -11.84580 25.90057 -1.073 -0.395 -0.027
H -26.82957 -10.78572 26.74017 0.191 0.162 0.961
C -25.54473 -13.32059 23.86468 0.511 1.393 -1.551
O -25.15428 -11.95014 24.07041 -0.825 0.935 0.187
H -25.91925 -13.92054 24.69407 0.344 0.406 0.548
H -26.29678 -13.45897 23.08791 -0.913 0.578 0.034
H -24.75159 -13.81537 23.30413 0.738 -0.400 0.683
O -24.99101 -14.13722 27.63107 -0.070 0.102 0.122
H -24.47993 -13.96150 26.84104 0.114 0.209 -0.261
H -24.88010 -15.07544 27.78490 -0.034 -0.218 0.129
O -29.19815 -11.85050 23.50747 -0.235 0.045 -0.119
H -29.20829 -12.60721 22.92136 -0.083 -0.244 -0.161
H -28.28476 -11.77252 23.78292 0.295 0.215 0.213
O -26.71763 -16.51143 25.54441 -0.138 0.053 -0.053
H -25.82605 -16.23122 25.33757 0.143 0.098 -0.192
H -26.61754 -17.09395 26.29733 -0.084 -0.182 0.204
O -26.71776 -14.48266 20.27003 -0.219 0.013 -0.091
H -25.95036 -14.73750 19.75780 0.155 -0.116 -0.164
H -26.35808 -14.02268 21.02850 0.062 0.109 0.250
O -24.01057 -16.60804 23.03225 -0.147 -0.205 -0.070
H -23.82619 -16.51721 23.96713 0.133 -0.025 0.185
H -23.64831 -15.81459 22.63800 0.097 0.209 -0.117
```
Forces are in eV/Å.

Results
spin multiplicity = 6
HOMO (alpha / beta) = -7.86 / -9.37 eV
Kohn-Sham gap (alpha / beta) = 5.350 / 7.947 eV
⟨S²⟩ = 9.1923

Below is a 3-piece molecular cluster, C21H54BIN6O3P2 overall, with properties calculated with the ωB97M-V functional and the def2-TZVPD basis.

Structure (XYZ):
```
88
Properties=species:S:1:pos:R:3:forces:R:3
C -0.05338 0.88786 3.17594 0.226 0.542 0.359
C 1.46050 1.13621 2.96482 -0.622 -0.493 0.351
C 2.05730 -0.03148 2.18171 0.218 0.225 -0.467
C 1.67894 -0.03752 0.68217 -0.313 0.708 0.617
C 0.34429 -0.67838 0.31135 0.183 -0.521 -0.485
C 0.18618 -2.17879 0.67965 -0.131 0.065 -0.201
B 1.47432 -3.02298 0.42366 0.091 0.167 -0.056
I 1.75172 -3.69588 -1.61958 0.084 0.035 0.073
C 2.61407 -3.42153 1.43080 -0.350 -1.495 0.317
C 2.03667 -4.40424 2.47953 0.229 1.691 0.513
C 1.19423 -3.83752 3.54866 -0.258 -0.706 -0.426
O 0.64324 -4.61543 2.47400 -0.161 -0.497 -0.048
H -0.65834 1.62639 2.65408 -0.119 -0.172 -0.192
H -0.30725 0.99471 4.23024 -0.052 0.010 0.030
H -0.31628 -0.12524 2.88206 -0.201 0.020 -0.077
H 1.62340 2.10679 2.49896 0.072 -0.055 -0.188
H 1.90067 1.20553 3.96075 0.304 -0.079 -0.085
H 3.14934 -0.02655 2.22238 0.031 0.015 0.237
H 1.70353 -0.94802 2.65627 0.190 -0.108 0.045
H 2.50057 -0.44597 0.08977 -0.094 -0.246 -0.050
H 1.60343 1.01839 0.40136 0.158 -0.008 -0.210
H 0.24872 -0.61326 -0.77553 -0.005 0.062 -0.032
H -0.50344 -0.13450 0.71985 0.053 0.129 0.067
H -0.20245 -2.29774 1.69146 0.216 0.045 0.138
H -0.59051 -2.57626 0.02153 -0.116 -0.017 0.089
H 3.38440 -4.02624 0.95607 0.317 0.562 -0.290
H 3.03691 -2.58360 1.98094 0.160 0.127 -0.215
H 2.67986 -5.23221 2.75299 -0.209 -0.297 -0.180
H 0.90025 -2.79763 3.50182 0.150 0.110 0.204
H 1.13641 -4.35462 4.49714 0.024 0.205 0.172
O 0.30382 4.34533 3.63289 2.700 -1.537 1.935
P 1.09022 5.58110 4.00595 -4.273 3.938 -3.034
N -0.03225 6.36617 5.03676 0.488 0.244 0.315
C -1.08067 7.28579 4.66124 -0.116 0.121 -0.081
C -0.25244 5.69984 6.31175 0.293 -0.242 -0.004
N 1.18552 6.19007 2.37332 0.107 -0.504 -0.480
C 0.62866 7.44674 1.92341 0.457 0.346 0.162
C 1.07230 5.19928 1.30731 -0.282 -0.082 0.041
N 2.38604 6.56101 4.45470 1.176 -1.907 0.712
C 2.33018 7.80517 5.19803 -0.163 -0.056 0.659
C 3.66381 6.31276 3.79266 0.046 -0.007 -0.066
H -1.23884 8.00592 5.47188 -0.055 -0.094 0.060
H -2.03713 6.78598 4.45804 0.016 -0.003 -0.025
H -0.82386 7.88640 3.79612 0.058 -0.135 -0.036
H 0.57958 5.88714 7.00471 -0.045 -0.038 0.038
H -0.35596 4.61652 6.19291 -0.042 0.012 0.001
H -1.16168 6.06506 6.78651 -0.017 0.079 -0.079
H -0.46394 7.40778 1.82419 0.005 0.054 -0.045
H 1.03781 7.70152 0.94185 0.013 -0.077 -0.019
H 0.90407 8.27592 2.57798 -0.101 -0.053 0.124
H 0.02989 4.92496 1.09970 0.025 -0.067 -0.042
H 1.61413 4.29125 1.55671 -0.051 -0.022 0.035
H 1.51221 5.60082 0.39041 -0.006 0.129 0.050
H 1.86354 8.60690 4.61941 -0.042 -0.042 -0.023
H 3.34218 8.12370 5.45440 0.064 -0.115 -0.136
H 1.79870 7.70293 6.14154 -0.125 -0.008 -0.073
H 3.79840 6.97547 2.93286 -0.013 0.004 0.002
H 3.72259 5.28463 3.43660 -0.056 0.014 -0.074
H 4.49661 6.45729 4.48412 -0.057 0.002 0.060
O -3.51866 -3.11807 -5.36813 1.295 1.705 -1.999
P -2.59621 -4.18126 -5.85698 -1.092 -4.083 2.671
N -3.64961 -5.34623 -6.53470 0.291 -0.156 -0.011
C -4.18351 -6.52580 -5.89392 -0.027 -0.182 0.073
C -4.43438 -4.87059 -7.66363 0.134 0.340 -0.077
N -1.82528 -4.59733 -4.37105 -0.280 0.419 0.382
C -1.76793 -5.93338 -3.81666 0.472 -0.227 -0.272
C -1.93429 -3.62059 -3.28993 -0.310 0.029 0.100
N -1.27058 -4.65232 -6.77512 0.193 2.024 -0.766
C -1.13841 -5.85732 -7.57015 -0.333 -0.078 -0.402
C -0.01413 -3.95056 -6.52910 0.042 0.012 0.068
H -4.32832 -7.31327 -6.64210 -0.096 0.064 -0.032
H -5.14686 -6.34641 -5.39813 0.018 0.004 0.013
H -3.50252 -6.95080 -5.16420 0.006 0.154 0.010
H -3.82620 -4.82769 -8.57756 -0.067 0.025 -0.016
H -4.84308 -3.87202 -7.48306 -0.012 -0.023 0.009
H -5.27234 -5.53811 -7.85906 0.040 -0.085 0.083
H -2.72659 -6.24904 -3.38561 0.046 -0.038 0.040
H -1.02162 -5.96860 -3.01854 -0.006 0.095 0.010
H -1.44210 -6.66915 -4.55559 -0.147 0.025 -0.090
H -2.89387 -3.68733 -2.76109 0.009 0.055 0.017
H -1.82768 -2.60617 -3.66348 -0.066 -0.010 -0.042
H -1.12731 -3.79615 -2.57562 -0.045 -0.090 -0.052
H -1.08570 -6.75691 -6.94966 -0.028 0.010 0.018
H -0.22162 -5.80621 -8.16022 0.062 0.128 0.119
H -1.94996 -5.97596 -8.28480 -0.081 -0.038 0.103
H 0.61332 -4.49639 -5.81759 0.001 0.002 0.005
H -0.19911 -2.95787 -6.11934 -0.028 -0.029 0.081
H 0.54375 -3.81220 -7.45779 -0.063 -0.029 -0.035
```
Forces are in eV/Å.

Results
SMILES = CN(C)P(=O)(N(C)C)N(C)C.CN(C)P(=O)(N(C)C)N(C)C.CCCCCCB(I)C[C@H]1CO1
HOMO = -8.12 eV
Kohn-Sham gap = 8.575 eV

Below is a 2-piece molecular cluster, C11H16O2PS overall, with properties calculated with the ωB97M-V functional and the def2-TZVPD basis.

Structure (XYZ):
```
31
Properties=species:S:1:pos:R:3:forces:R:3
C -5.50577 0.17720 0.67850 -2.015 1.121 0.115
C -4.67150 -0.58019 1.50865 -0.714 -0.044 -1.245
C -5.00518 0.87904 -0.40381 0.281 1.637 -1.055
C -3.34483 -0.73247 1.20941 2.698 0.450 1.611
C -3.65747 0.72614 -0.71879 0.631 0.406 -1.837
C -2.79765 -0.09736 0.06029 -2.448 0.781 0.195
C -1.41792 -0.00996 -0.12812 3.288 0.327 0.737
C 1.95418 2.93922 0.06026 1.695 0.574 0.225
C 2.90882 -3.00244 -1.14950 0.016 -3.043 -0.020
C 3.05975 2.31066 1.01162 -3.306 2.136 1.268
C 2.14911 -2.60247 0.05882 -2.205 1.245 -2.411
O 2.99006 0.92469 0.87459 0.552 -2.621 -1.906
O 2.29712 -1.24111 0.46685 0.809 1.947 -0.754
P 2.76900 0.01308 -0.39930 -0.887 -0.795 2.064
S -0.50996 0.60894 -1.35894 -0.150 -0.416 0.142
H -6.61756 0.40567 0.88377 1.939 -0.896 0.132
H -5.12561 -1.09075 2.30470 -0.278 -0.444 1.221
H -5.59811 1.71084 -0.96188 0.883 -1.990 1.024
H -2.57209 -1.09446 2.04578 -1.937 0.257 -2.131
H -3.23074 1.28849 -1.64390 -0.665 -1.065 1.915
H -0.76838 -0.25606 0.76019 -0.963 -0.318 -0.705
H 1.96893 4.07680 0.12526 -0.134 -1.574 -0.097
H 2.41363 2.63623 -0.89855 -0.813 0.554 -0.288
H 0.92255 2.51630 0.14758 1.098 0.343 0.244
H 2.66227 -4.15405 -1.28942 1.128 2.126 0.532
H 2.74034 -2.65653 -2.13398 -0.948 1.139 -0.792
H 3.94676 -2.77526 -0.93622 0.520 -0.673 -0.059
H 2.71602 2.33681 2.05586 0.486 1.004 -0.158
H 4.02800 2.78893 0.90919 0.227 -0.484 -0.307
H 2.47631 -3.14993 0.83452 1.456 -1.761 2.871
H 1.07869 -2.78525 0.05324 -0.244 0.075 -0.529
```
Forces are in eV/Å.

Results
energy relative to the best compared isomer or geometry (same formula, charge and spin) = 0.0 kcal/mol
HOMO = -12.04 eV
Kohn-Sham gap = 6.979 eV
total charge = +1

Below is one molecule with the formula C19H15BrN2O3, with properties calculated with the ωB97M-V functional and the def2-TZVPD basis.

Structure (XYZ):
```
40
Properties=species:S:1:pos:R:3:forces:R:3
O -3.57976 -0.45870 1.42054 -0.036 -0.004 0.021
C -2.83546 -0.10892 0.53416 0.075 -0.091 -0.046
N -2.92371 1.15728 0.01414 -0.813 0.735 0.429
N -2.11534 1.61101 -0.94996 0.580 0.444 -0.584
C -2.24755 2.80480 -1.37934 -0.675 -0.132 0.709
C -1.40932 3.29336 -2.42929 1.142 -0.721 -0.794
C -0.41079 2.68410 -3.15641 -0.727 0.265 0.614
C 0.05400 3.65045 -4.06887 -0.261 0.628 -0.023
C -0.68641 4.77345 -3.83755 0.693 -0.271 -0.571
O -1.57026 4.56982 -2.85291 -0.433 0.069 0.401
H -0.67631 5.74359 -4.29405 -0.082 0.147 0.015
H 0.82819 3.53082 -4.79841 0.150 0.046 -0.170
H -0.07452 1.67580 -3.03682 0.045 -0.267 0.066
H -2.99647 3.49986 -0.98495 -0.015 -0.079 0.037
H -3.63695 1.76928 0.42224 0.212 -0.291 -0.111
C -1.79021 -0.96727 -0.09444 0.237 -0.380 0.308
C -1.75984 -1.14081 -1.46803 0.142 -0.241 0.037
C -0.80490 -1.96818 -2.02925 -0.020 -0.054 -0.200
C 0.11602 -2.63194 -1.24016 -0.148 0.096 -0.137
C 0.09051 -2.46029 0.13127 -0.046 -0.012 0.293
C -0.85570 -1.62607 0.72436 -0.187 0.061 -0.548
O -0.93456 -1.36307 2.04483 -0.051 0.119 0.064
C -0.03838 -1.99904 2.93204 0.086 -0.124 0.290
C 1.39971 -1.56811 2.76592 -0.045 0.035 -0.023
C 1.70412 -0.31359 2.25520 -0.075 -0.027 0.047
C 3.02264 0.07844 2.10720 0.007 0.056 -0.002
C 4.04749 -0.77537 2.47699 0.103 0.006 -0.002
C 3.74948 -2.02443 2.99540 0.093 -0.033 0.034
C 2.43173 -2.42115 3.13584 -0.158 0.069 -0.012
H 2.20023 -3.39860 3.53553 -0.019 -0.126 0.021
H 4.54515 -2.69412 3.28647 0.071 -0.052 0.020
H 5.07640 -0.46911 2.36165 0.087 0.022 -0.014
H 3.24881 1.05418 1.70362 0.025 0.080 -0.037
H 0.90319 0.35302 1.96997 -0.065 0.044 -0.051
H -0.12411 -3.09109 2.84950 0.002 0.118 -0.010
H -0.39750 -1.70503 3.92487 0.032 -0.124 -0.162
H 0.82530 -2.97279 0.73055 0.052 -0.017 0.061
H 0.85579 -3.27649 -1.68962 0.045 -0.030 -0.032
Br -0.75199 -2.17938 -3.91925 -0.009 0.010 0.109
H -2.47869 -0.63571 -2.09298 -0.014 0.025 -0.051
```
Forces are in eV/Å.

Results
SMILES = O=C(N/N=C/c1ccco1)c1cc(Br)ccc1OCc1ccccc1
HOMO = -8.16 eV
Kohn-Sham gap = 8.504 eV

Below is one molecule with the formula C4H10N2O2, with properties calculated with the ωB97M-V functional and the def2-TZVPD basis.

Structure (XYZ):
```
18
Properties=species:S:1:pos:R:3:forces:R:3
C 1.11016 -0.61935 -0.15201 0.222 3.552 0.002
C -0.09743 -0.63279 0.77199 0.518 0.996 -0.115
C 0.80022 -0.80392 -1.62325 0.038 -0.220 0.354
N -1.05964 1.63019 0.36117 0.809 1.049 -0.466
C -0.12344 0.88399 1.09189 -3.537 -1.202 3.119
N -2.39892 1.22441 0.18264 0.081 -0.833 0.095
O 2.11094 -1.43079 0.34543 0.363 -0.436 0.112
O 0.35441 1.33098 2.12906 0.728 -0.029 -1.501
H 2.87521 -1.40864 -0.24117 -0.059 0.053 0.022
H -1.03086 2.61935 0.60083 0.073 -0.398 0.041
H 1.33615 0.60728 0.04358 1.065 -2.842 -1.407
H -2.44312 0.52312 -0.55396 -0.089 0.250 0.110
H -2.76767 0.80279 1.04317 0.188 0.161 -0.354
H 0.16460 -1.17408 1.67775 -0.304 -0.024 0.004
H -0.99170 -0.99328 0.26861 -0.063 -0.153 0.248
H 0.07192 -0.06126 -1.93713 -0.052 0.080 -0.099
H 0.38948 -1.80203 -1.78260 -0.030 -0.063 -0.071
H 1.69969 -0.69598 -2.22602 0.048 0.059 -0.094
```
Forces are in eV/Å.

Results
energy relative to the best compared isomer or geometry (same formula, charge and spin) = 81.3 kcal/mol
SMILES = C[C@H](O)CC(=O)NN
HOMO = -9.42 eV
Kohn-Sham gap = 10.200 eV

Below is one molecule with the formula C8H7N, with properties calculated with the ωB97M-V functional and the def2-TZVPD basis.

Structure (XYZ):
```
16
Properties=species:S:1:pos:R:3:forces:R:3
C -0.93158 -0.74745 -1.38213 -0.246 -0.208 -0.137
C -0.40718 0.02579 -2.38824 -0.570 -0.647 0.183
C -0.29237 -0.34441 -0.19043 -1.853 -2.204 1.952
C 0.60546 0.66550 -0.53053 3.530 3.263 2.466
C 1.33455 1.23494 0.58079 -0.019 0.885 -5.265
C 0.97258 0.67953 1.72909 -4.585 -5.054 1.119
C -0.32281 -0.59983 1.21372 4.088 4.314 -0.180
C -0.97082 -1.36435 2.06930 -1.160 -1.276 0.862
N 0.53174 0.87409 -1.86658 0.841 1.089 -1.262
H -1.68684 -1.50241 -1.48057 -0.104 -0.091 -0.135
H -0.63443 0.03148 -3.43730 -0.039 -0.007 -0.156
H 2.06848 2.01895 0.46125 0.021 0.053 -0.060
H 1.23463 0.81827 2.75135 0.227 0.172 0.351
H -0.80836 -1.30087 3.13043 0.082 0.017 0.141
H -1.70909 -2.07424 1.72981 -0.134 -0.142 -0.049
H 1.01606 1.58503 -2.38996 -0.079 -0.164 0.170
```
Forces are in eV/Å.

Results
energy relative to the best compared isomer or geometry (same formula, charge and spin) = 0.0 kcal/mol
spin multiplicity = 3
HOMO (alpha / beta) = -4.70 / -8.47 eV
Kohn-Sham gap (alpha / beta) = 5.526 / 6.730 eV
⟨S²⟩ = 2.0423

Number 4 is which compound? C19H15BrN2O3